<P>
{"formula": "C3H8S2", "method": "ωB97M-V with the def2-TZVPD basis set", "homo_lumo_gap_ha": 0.3486, "spin_multiplicity": 1, "homo_energy_ha": -0.33041, "total_charge": 0, "e_lumo_ev": 0.5, "smiles": "C=C.CSS", "elements": ["C", "C", "H", "H", "H", "H", "C", "S", "S", "H", "H", "H", "H"], "positions_angstrom": [[-2.127, 0.038, -1.125], [-2.513, -0.741, -2.198], [-2.040, 1.096, -0.920], [-1.676, -0.504, -0.311], [-3.366, -0.312, -2.747], [-2.136, -1.680, -2.599], [2.098, 1.175, 1.983], [1.822, 0.559, 0.171], [0.998, -1.306, 0.607], [1.346, 0.982, 2.792], [2.988, 0.577, 2.245], [2.516, 2.220, 1.793], [2.092, -2.104, 0.309]]}

=====

<Q>
{"formula": "C3H8S2", "method": "ωB97M-V with the def2-TZVPD basis set", "homo_lumo_gap_ha": 0.2983, "spin_multiplicity": 1, "homo_energy_ha": -0.29601, "total_charge": 0, "e_lumo_ev": 0.1, "smiles": "C=CC.SS", "elements": ["C", "C", "C", "H", "H", "H", "H", "H", "H", "S", "S", "H", "H"], "positions_angstrom": [[0.430, -3.612, -0.385], [0.889, -2.415, 0.042], [1.178, -1.124, -0.608], [-0.427, -3.886, 0.250], [1.075, -4.310, -0.900], [0.951, -2.272, 1.122], [0.759, -0.891, -1.612], [0.945, -0.210, -0.048], [2.232, -1.068, -0.943], [-2.701, 5.207, 1.616], [-1.016, 5.155, 0.308], [-2.695, 3.903, 2.054], [-1.619, 5.525, -0.894]]}

=====

Most stable one: <P>, least stable one: <Q>.

=====

<P>
{"formula": "C3H7N4", "method": "ωB97M-V with the def2-TZVPD basis set", "homo_lumo_gap_ha": 0.3372, "spin_multiplicity": 1, "homo_energy_ha": -0.53789, "total_charge": 1, "e_lumo_ev": -5.5, "elements": ["C", "C", "C", "N", "N", "N", "N", "H", "H", "H", "H", "H", "H", "H"], "positions_angstrom": [[-0.199, -0.084, -1.866], [1.203, -1.599, -0.844], [-0.232, 0.734, -0.566], [0.460, -1.137, -1.994], [1.167, -1.046, 0.302], [-0.762, -0.463, 1.401], [0.329, -0.007, 0.621], [-0.781, 0.091, -2.814], [1.915, -2.416, -1.056], [0.369, 1.688, -0.907], [-1.273, 1.090, -0.418], [-1.477, -1.032, 0.972], [-0.387, -0.845, 2.245], [0.868, 0.730, 1.672]]}

=====

<Q>
{"formula": "C3H7N4", "method": "ωB97M-V with the def2-TZVPD basis set", "homo_lumo_gap_ha": 0.3756, "spin_multiplicity": 1, "homo_energy_ha": -0.56181, "total_charge": 1, "e_lumo_ev": -5.1, "smiles": "N[N@@H+]1CC=NC=N1", "elements": ["N", "N", "C", "C", "N", "C", "N", "H", "H", "H", "H", "H", "H", "H"], "positions_angstrom": [[2.023, 0.474, 0.094], [0.557, 0.212, 0.332], [0.072, -1.014, -0.178], [-1.329, -1.042, 0.151], [-2.042, -0.013, 0.120], [-1.417, 1.190, -0.177], [-0.187, 1.415, -0.038], [2.318, 1.360, 0.263], [2.374, 0.097, -0.766], [0.636, 0.173, 1.302], [0.733, -1.777, 0.372], [0.117, -0.994, -1.207], [-1.770, -2.008, 0.193], [-2.087, 1.926, -0.459]]}

=====

Most stable one: <Q>, least stable one: <P>.

=====

<P>
{"formula": "C3H7N4", "method": "ωB97M-V with the def2-TZVPD basis set", "homo_lumo_gap_ha": 0.3208, "spin_multiplicity": 1, "homo_energy_ha": -0.52462, "total_charge": 1, "e_lumo_ev": -5.5, "smiles": "[H]/N=C/N=N\\[NH+]=C\\C", "elements": ["H", "N", "C", "N", "N", "N", "C", "C", "H", "H", "H", "H", "H", "H"], "positions_angstrom": [[2.511, -0.053, 2.236], [2.159, -0.302, 1.333], [2.546, 0.343, 0.290], [1.993, 0.067, -0.985], [0.928, -0.058, -1.498], [-0.246, -0.275, -0.662], [-1.331, 0.399, -0.721], [-2.374, -0.188, 0.123], [3.458, 1.012, 0.269], [-0.213, -1.106, -0.112], [-1.458, 1.243, -1.407], [-2.415, -1.407, 0.028], [-3.374, 0.160, -0.069], [-2.183, 0.166, 1.175]]}

=====

<Q>
{"formula": "C3H7N4", "method": "ωB97M-V with the def2-TZVPD basis set", "homo_lumo_gap_ha": 0.3680, "spin_multiplicity": 1, "homo_energy_ha": -0.54488, "total_charge": 1, "e_lumo_ev": -4.8, "smiles": "NC[n+]1ccn[nH]1", "elements": ["N", "C", "N", "C", "C", "N", "N", "H", "H", "H", "H", "H", "H", "H"], "positions_angstrom": [[-0.242, 0.979, -2.220], [-0.338, 1.214, -0.752], [-0.009, 0.106, 0.184], [-0.774, -0.806, 0.628], [-0.029, -1.570, 1.669], [1.133, -1.074, 1.873], [1.367, -0.058, 1.187], [-1.046, 0.343, -2.457], [0.621, 0.472, -2.504], [0.412, 1.973, -0.603], [-1.296, 1.540, -0.332], [-1.792, -0.950, 0.203], [-0.353, -2.504, 2.087], [2.346, 0.335, 1.038]]}

=====

Most stable one: <Q>, least stable one: <P>.

=====

<P>
{"formula": "C5H4N2O", "method": "ωB97M-V with the def2-TZVPD basis set", "homo_lumo_gap_ha": [0.2370, 0.2577], "spin_multiplicity": 1, "homo_energy_ha": [-0.29032, -0.31217], "total_charge": 0, "e_lumo_ev": [-1.5, -1.5], "elements": ["C", "C", "C", "C", "C", "N", "N", "O", "H", "H", "H", "H"], "positions_angstrom": [[3.525, 0.360, -0.005], [1.572, -1.275, -0.074], [0.210, -1.377, -0.075], [2.315, -0.089, -0.065], [-0.428, 0.958, -0.665], [4.675, 0.655, -0.015], [-0.812, 1.899, 0.161], [-0.562, -0.273, -0.073], [2.220, -2.240, 0.023], [-0.276, -2.312, 0.047], [-0.619, 2.799, -0.179], [-1.131, 1.726, 1.050]]}

=====

<Q>
{"formula": "C5H4N2O", "method": "ωB97M-V with the def2-TZVPD basis set", "homo_lumo_gap_ha": [0.2674, 0.2668], "spin_multiplicity": 1, "homo_energy_ha": [-0.35441, -0.35437], "total_charge": 0, "e_lumo_ev": [-2.4, -2.4], "elements": ["C", "C", "C", "C", "C", "N", "N", "O", "H", "H", "H", "H"], "positions_angstrom": [[3.871, -0.039, -0.107], [-1.042, -0.272, -0.237], [-0.333, -1.492, 0.184], [-0.281, 0.870, 0.184], [0.745, -0.807, 0.646], [4.357, -1.083, -0.250], [0.833, 0.458, 0.829], [3.371, 1.139, -0.078], [-1.916, -0.131, -0.910], [-0.705, -2.558, 0.208], [-0.250, 1.967, -0.046], [2.393, 1.264, -0.022]]}

=====

Most stable one: <Q>, least stable one: <P>.